[1]
Here is C28H46BrN3P2Re as an isolated structure at a distorted geometry from OMol25. Energies are from ωB97M-V/def2-TZVPD.

- energy relative to the best compared isomer or geometry (same formula, charge and spin) (kJ/mol) = 147.3
- <S²> = 3.8279
- charge = +4
- LUMO level (alpha / beta) (eV) = -13.0 / -14.5
- multiplicity = 4

Structure (XYZ):
```
81
Properties=species:S:1:pos:R:3:lowdin_charge:R:1
N 2.899 -4.529 5.435 0.150
C 1.623 -4.243 5.647 -0.061
C 0.653 -4.286 4.640 0.042
C 1.083 -4.584 3.326 -0.182
C 2.444 -4.952 3.126 0.045
C 3.303 -4.893 4.226 -0.061
C 0.186 -4.445 2.191 0.084
Re -1.078 -0.473 -1.655 0.979
P -1.583 2.514 -2.431 0.962
C 0.692 -4.406 0.887 0.037
C 0.247 -3.535 -0.113 -0.219
C 0.874 -3.647 -1.388 0.026
C 0.161 -3.146 -2.465 0.017
C -0.813 -2.282 -1.981 -0.323
C -1.592 -2.208 -0.765 -0.286
C -0.843 -2.752 0.296 -0.013
Br -1.911 0.039 -3.962 0.478
H -0.904 -4.415 2.433 0.159
H 1.449 -5.139 0.567 0.158
H -0.391 -3.991 4.811 0.131
H 2.838 -5.197 2.136 0.124
H 1.310 -3.932 6.635 0.135
H 4.351 -5.124 4.096 0.135
H 1.875 -4.076 -1.466 0.159
H -1.179 -2.704 1.359 0.126
H 0.410 -3.114 -3.518 0.143
H -2.694 -2.176 -0.707 0.165
P 1.240 0.200 -1.233 0.948
C -3.412 2.426 -2.186 -0.403
C -4.287 2.814 -3.380 -0.103
H -3.620 3.041 -1.295 0.088
H -3.616 1.376 -1.904 0.049
H -5.336 2.609 -3.114 0.108
H -4.220 3.890 -3.596 0.087
H -4.048 2.231 -4.284 0.075
C -0.949 2.999 -4.136 -0.404
C -1.293 4.332 -4.789 -0.094
H -1.262 2.173 -4.795 -0.015
H 0.145 2.879 -4.063 0.084
H -0.948 4.316 -5.838 0.113
H -2.375 4.532 -4.788 0.079
H -0.764 5.148 -4.279 0.085
C -0.956 3.743 -1.285 -0.396
C -1.774 5.031 -1.280 -0.079
H 0.096 3.909 -1.550 0.075
H -0.984 3.243 -0.304 0.066
H -1.251 5.761 -0.647 0.111
H -1.873 5.460 -2.289 0.085
H -2.778 4.866 -0.862 0.086
C 1.611 1.697 -0.168 -0.354
C 2.396 2.900 -0.725 -0.106
H 2.201 1.270 0.655 0.066
H 0.651 2.012 0.269 0.030
H 3.424 2.891 -0.321 0.107
H 2.464 2.931 -1.821 0.070
H 1.923 3.832 -0.377 0.085
C 2.483 0.476 -2.592 -0.360
C 2.963 -0.759 -3.355 -0.107
H 3.350 0.941 -2.096 0.102
H 2.061 1.220 -3.286 0.084
H 3.708 -0.433 -4.099 0.109
H 3.466 -1.482 -2.696 0.079
H 2.143 -1.270 -3.880 0.070
C 2.322 -0.938 -0.204 -0.337
C 2.021 -1.142 1.283 -0.111
H 3.318 -0.481 -0.304 0.117
H 2.336 -1.901 -0.730 0.052
H 2.641 -1.977 1.640 0.096
H 2.278 -0.265 1.896 0.082
H 0.970 -1.404 1.470 0.040
C -2.219 -0.420 3.263 0.048
N -1.350 0.462 2.478 -0.127
C -0.629 1.559 3.132 0.045
C -1.093 0.182 1.262 -0.172
N -1.303 0.039 0.098 -0.048
H -2.363 0.128 4.191 0.113
H -1.727 -1.395 3.435 0.101
H -3.174 -0.578 2.729 0.128
H 0.426 1.276 3.286 0.115
H -0.673 2.460 2.494 0.114
H -1.155 1.700 4.072 0.112
```



[2]
Here is C13H15B2CrN4O25 as an isolated structure at a distorted geometry from OMol25. Energies are from ωB97M-V/def2-TZVPD.

- energy relative to the best compared isomer or geometry (same formula, charge and spin) (kJ/mol) = 0.0
- <S²> = 6.0076
- charge = -1
- LUMO level (alpha / beta) (eV) = 1.3 / 1.3
- multiplicity = 5

Structure (XYZ):
```
60
Properties=species:S:1:pos:R:3:lowdin_charge:R:1
Cr -20.853 22.388 2.812 0.865
O -23.026 19.971 6.659 0.168
C -23.092 19.469 5.584 -0.384
O -23.699 18.336 5.263 0.235
B -23.399 18.008 3.848 -0.876
O -22.982 19.320 3.265 0.235
C -22.654 20.120 4.248 -0.349
O -22.281 21.264 4.150 0.078
O -24.601 17.486 3.192 0.225
C -24.405 16.216 2.845 -0.387
O -25.202 15.485 2.349 0.156
C -22.977 15.842 3.302 -0.382
O -22.384 16.965 3.716 0.230
O -22.499 14.756 3.278 0.173
O -17.281 15.897 -1.117 0.159
C -18.255 16.408 -0.665 -0.392
O -18.676 17.651 -0.879 0.221
B -19.912 17.904 -0.112 -0.855
O -20.288 16.618 0.447 0.242
C -19.335 15.713 0.201 -0.378
O -19.293 14.595 0.586 0.184
O -19.636 18.920 0.946 0.270
C -20.292 20.003 0.674 -0.329
O -20.243 21.048 1.278 0.041
C -21.178 19.738 -0.567 -0.373
O -20.956 18.516 -0.962 0.271
O -21.862 20.580 -1.077 0.138
C -21.306 25.286 4.244 -0.279
O -20.961 24.007 3.886 -0.421
H -21.602 25.354 5.302 0.067
H -20.474 26.015 4.130 0.048
H -22.118 25.674 3.606 0.071
C -24.597 21.251 0.491 0.077
N -23.682 22.370 0.835 -0.385
O -23.839 23.426 0.274 0.107
O -22.825 22.145 1.671 0.006
H -25.604 21.643 0.418 0.101
H -24.482 20.513 1.281 0.099
H -24.265 20.830 -0.454 0.094
C -17.362 25.033 3.193 0.071
N -17.504 23.765 2.440 -0.413
O -16.710 23.522 1.557 0.079
O -18.412 23.039 2.777 0.023
H -18.367 25.407 3.373 0.088
H -16.751 25.726 2.628 0.096
H -16.875 24.787 4.133 0.110
C -17.425 19.635 3.429 0.064
N -18.768 19.675 4.055 -0.399
O -19.120 18.734 4.720 0.126
O -19.403 20.710 3.924 0.013
H -16.724 19.870 4.229 0.106
H -17.364 20.444 2.707 0.088
H -17.233 18.659 3.003 0.104
C -19.623 23.230 -1.306 0.075
N -20.479 24.064 -0.408 -0.402
O -20.468 23.760 0.773 0.012
O -21.133 24.951 -0.892 0.101
H -18.812 22.837 -0.706 0.095
H -19.307 23.870 -2.123 0.098
H -20.280 22.455 -1.698 0.093
```



[3]
Here is one molecule with the formula C4H8O2 from OMol25. Energies are from ωB97M-V/def2-TZVPD.

- energy relative to the best compared isomer or geometry (same formula, charge and spin) (kJ/mol) = 262.5
- SMILES string = CO/C(C)=C/O
- charge = 0
- LUMO level (eV) = 0.8
- multiplicity = 1

Structure (XYZ):
```
14
Properties=species:S:1:pos:R:3:lowdin_charge:R:1
C -1.256 0.747 1.433 -0.079
O 0.044 1.025 0.843 -0.101
C 0.423 0.161 -0.161 -0.334
C 1.471 0.542 -1.182 -0.010
C -0.069 -1.073 -0.063 -0.185
O -0.149 -1.986 -1.084 -0.010
H -1.221 1.278 2.377 0.086
H -1.564 -0.286 1.678 0.074
H -2.038 1.126 0.764 0.095
H 2.403 0.838 -0.679 0.089
H 1.213 1.336 -1.889 0.077
H 1.704 -0.368 -1.752 0.081
H -0.325 -1.436 0.925 0.114
H -0.724 -1.581 -1.744 0.104
```



[4]
Here is a 14-piece molecular cluster, H30NO13 overall at a distorted geometry from OMol25. Energies are from ωB97M-V/def2-TZVPD.

- energy relative to the best compared isomer or geometry (same formula, charge and spin) (kJ/mol) = 640.9
- charge = +1
- LUMO level (eV) = -3.1
- multiplicity = 1

Structure (XYZ):
```
44
Properties=species:S:1:pos:R:3:lowdin_charge:R:1
N 0.027 0.196 -0.092 0.267
H 0.526 1.071 0.280 0.117
H -0.914 0.027 0.466 0.182
H 0.695 -0.502 -0.151 0.039
H -0.105 0.216 -1.182 0.130
O -3.471 1.385 1.415 -0.048
H -2.811 1.819 0.794 0.020
H -3.559 0.583 0.993 -0.075
O 2.950 0.999 2.488 0.037
H 2.351 0.359 2.488 -0.025
H 2.734 1.745 2.996 0.039
O 2.365 -3.366 -0.710 -0.043
H 2.956 -4.064 -0.488 0.051
H 2.744 -2.444 -0.662 0.020
O 0.400 -2.859 -2.524 -0.078
H 0.546 -2.229 -3.345 0.126
H 1.158 -2.787 -1.920 -0.003
O -2.791 -0.947 3.184 -0.056
H -3.646 -0.858 3.700 0.086
H -2.781 -0.197 2.646 -0.061
O 3.285 -0.891 0.008 -0.080
H 3.984 -0.109 -0.159 0.160
H 3.584 -1.375 0.751 0.037
O -0.939 -2.474 -0.419 -0.081
H -0.399 -2.454 -1.265 -0.029
H -1.768 -2.384 -0.865 -0.006
O -1.545 2.746 -0.008 -0.002
H -0.839 3.298 0.316 0.050
H -1.846 3.475 -0.450 0.029
O 0.008 2.483 2.373 -0.034
H 0.434 3.210 2.025 -0.023
H 0.114 2.776 3.329 0.109
O -3.544 -1.194 0.125 -0.029
H -3.814 -1.607 -0.616 -0.023
H -4.193 -1.632 0.785 0.133
O 2.465 2.784 0.278 -0.074
H 2.885 2.546 -0.590 0.069
H 2.688 2.156 0.977 -0.024
O -1.660 0.310 -2.848 -0.009
H -2.262 1.000 -2.612 0.038
H -2.383 -0.270 -2.939 0.023
O 1.862 0.049 -2.609 -0.009
H 2.700 -0.232 -2.451 -0.028
H 1.808 -0.367 -3.499 0.082
```



- What is the formula in the third record?
  C4H8O2



- Which value of energy relative to the best compared isomer or geometry (same formula, charge and spin) does entry 1 give?
  147.3 kJ/mol